## A
Below is a molecular structure, H14NaO7, with properties calculated with ωB97M-V with the def2-TZVPD basis set.

HOMO energy = -14.04 eV
orbital gap = 10.8328 eV
net charge = +1
spin multiplicity = 1
LUMO energy = -3.21 eV

```
22
Properties=species:S:1:pos:R:3:mulliken_charge:R:1
Na -0.18 0.45 0.06 0.78
O 1.73 -2.98 -0.43 -0.61
O -2.49 0.96 -0.34 -0.54
O -0.91 0.86 2.66 -0.58
O -1.02 -1.74 0.12 -0.53
O 1.68 -0.34 1.28 -0.59
O 0.78 -0.11 -2.14 -0.52
O 0.50 2.62 -0.61 -0.54
H 1.03 0.51 -2.83 0.26
H 0.22 3.12 -1.39 0.28
H -0.41 0.66 3.46 0.29
H 1.10 -2.26 -0.60 0.34
H -0.93 -2.56 0.63 0.27
H -1.03 1.82 2.67 0.33
H 2.25 -0.08 0.54 0.35
H 2.09 0.06 2.06 0.26
H 1.97 -3.33 -1.29 0.30
H 0.96 3.27 -0.06 0.28
H -1.62 -1.97 -0.60 0.28
H 0.45 -0.89 -2.60 0.29
H -3.12 0.56 -0.95 0.28
H -3.03 1.36 0.35 0.30
```

=====

## B
Below is a molecular structure, H14NaO7, with properties calculated with ωB97M-V with the def2-TZVPD basis set.

HOMO energy = -14.62 eV
orbital gap = 11.2049 eV
net charge = +1
spin multiplicity = 1
LUMO energy = -3.41 eV

```
22
Properties=species:S:1:pos:R:3:mulliken_charge:R:1
Na 0.01 -0.11 0.01 0.88
O -0.30 -2.75 1.26 -0.59
O -1.30 1.39 1.09 -0.54
O -0.82 1.27 -1.82 -0.55
O 0.92 -0.12 2.08 -0.53
O 1.28 -1.40 -1.29 -0.61
O 1.71 1.57 -0.55 -0.55
O -1.86 -1.16 -0.79 -0.54
H 2.50 2.05 -0.99 0.36
H 1.41 -0.96 -2.11 0.28
H -0.71 -2.24 1.95 0.33
H 1.80 -0.09 2.47 0.28
H -2.30 -1.78 -0.24 0.27
H -0.39 0.99 -2.66 0.30
H -1.54 1.31 2.01 0.26
H -2.54 -0.74 -1.28 0.28
H 0.63 -2.61 1.40 0.27
H -1.43 2.32 1.05 0.28
H -0.85 2.21 -1.78 0.28
H 2.12 -1.41 -0.85 0.33
H 1.21 1.61 -1.37 0.24
H 0.46 0.64 2.43 0.27
```

=====

Relative to the most stable one, in kJ/mol, the structures come out at A 0.0; B 67.2.